Entry from the OMol25 dataset: a cluster of 4 separate species, C25H53NO5 in total (ωB97M-V/def2-TZVPD).

```
84
C25H53NO5 ωB97M-V/def2-TZVPD
C -2.433 0.808 -1.141
O -3.115 1.611 -2.084
C -2.274 2.176 -3.073
C -2.131 1.276 -4.315
C -0.680 0.831 -4.551
C -0.622 -0.190 -5.668
O 0.698 -0.766 -5.879
C 1.735 -0.024 -5.517
O 2.062 1.049 -5.894
O 2.390 -0.728 -4.509
O 3.811 -0.512 -4.653
C 4.179 0.377 -3.771
N 4.535 1.190 -3.041
H -2.373 -0.234 -1.484
H -1.411 1.162 -0.963
H -2.987 0.830 -0.201
H -2.739 3.124 -3.352
H -1.290 2.397 -2.641
H -2.792 0.411 -4.201
H -2.480 1.823 -5.196
H -0.299 0.402 -3.618
H -0.098 1.721 -4.807
H -0.994 0.236 -6.603
H -1.249 -1.045 -5.411
C -8.720 0.002 2.481
C -7.761 -0.951 3.188
C -6.382 -0.347 3.448
C -5.609 0.056 2.190
C -5.378 -1.075 1.189
C -4.545 -2.224 1.750
H -8.352 0.288 1.494
H -9.698 -0.459 2.344
H -8.860 0.915 3.064
H -7.664 -1.870 2.604
H -8.195 -1.246 4.147
H -5.788 -1.057 4.030
H -6.496 0.538 4.082
H -4.639 0.462 2.495
H -6.131 0.874 1.686
H -4.869 -0.663 0.314
H -6.335 -1.460 0.826
H -3.569 -1.866 2.088
H -4.375 -2.990 0.992
H -5.037 -2.705 2.596
C -0.875 -0.838 2.424
C 0.384 -1.583 1.992
C 1.517 -0.660 1.544
C 1.205 0.214 0.330
C 0.809 -0.560 -0.924
C 1.899 -1.496 -1.438
H -1.300 -0.253 1.605
H -1.645 -1.533 2.762
H -0.659 -0.153 3.246
H 0.134 -2.286 1.191
H 0.743 -2.191 2.826
H 2.406 -1.261 1.336
H 1.788 -0.005 2.379
H 2.087 0.821 0.106
H 0.410 0.922 0.582
H 0.568 0.165 -1.708
H -0.107 -1.132 -0.744
H 2.813 -0.939 -1.655
H 1.578 -1.991 -2.355
H 2.143 -2.274 -0.713
C 5.530 -1.517 0.992
C 5.294 -0.066 0.586
C 6.571 0.769 0.532
C 7.306 0.902 1.867
C 6.471 1.494 3.001
C 5.988 2.914 2.724
H 5.952 -1.595 1.996
H 4.596 -2.082 0.988
H 6.217 -2.007 0.299
H 4.573 0.393 1.271
H 4.828 -0.045 -0.403
H 6.326 1.762 0.146
H 7.254 0.326 -0.200
H 8.192 1.527 1.715
H 7.682 -0.077 2.178
H 7.075 1.494 3.913
H 5.611 0.850 3.209
H 6.833 3.583 2.545
H 5.425 3.308 3.572
H 5.336 2.955 1.850
```

Properties
**Kohn-Sham gap**: 9.9 eV
**SMILES**: COCCCCOC(=O)OOC#N.CCCCCC.CCCCCC.CCCCCC
**LUMO level**: -0.144 eV
**Maximum force**: 0.792 eV Å⁻¹
**DFT total energy**: -38508.325 eV



Entry from the OMol25 dataset: a cluster of 2 separate species, C4H9NO in total in a non-equilibrium geometry (ωB97M-V/def2-TZVPD).

```
15
C4H9NO ωB97M-V/def2-TZVPD
C -0.879 -1.179 -0.354
C -1.033 0.105 -0.339
C -1.883 1.175 0.254
C 1.768 -0.254 0.512
N 1.831 0.205 -0.850
O 0.802 0.907 -1.190
H -0.009 -1.597 -0.802
H -1.359 -1.838 0.348
H -1.568 1.280 1.243
H -2.009 2.160 -0.248
H -2.966 0.795 0.446
H 1.656 -1.364 0.556
H 2.682 0.003 1.000
H 0.924 0.228 0.905
H 2.045 -0.626 -1.481
```

Properties
**Kohn-Sham gap (spin up / spin down)**: 8.2 / 9.0 eV
**Energy relative to the best compared isomer or geometry (same formula, charge and spin)**: 651.6 kJ/mol
**LUMO level (spin up / spin down)**: 0.624 / 0.760 eV
**Maximum force**: 2.730 eV Å⁻¹
**DFT total energy**: -7825.566 eV



Entry from the OMol25 dataset: a structure of composition C27H63F3N10O15P3Ti in a non-equilibrium geometry (ωB97M-V/def2-TZVPD).

```
122
C27H63F3N10O15P3Ti ωB97M-V/def2-TZVPD
Ti -2.971 -0.466 -2.475
N -0.321 1.130 -0.718
O -0.471 1.992 0.164
O -1.307 0.851 -1.465
O 0.755 0.520 -0.883
C 2.598 0.217 -3.797
C 1.978 -1.064 -3.260
O 2.953 -1.539 -2.390
C 4.174 -1.057 -2.793
O 5.191 -1.550 -2.464
O 3.952 -0.106 -3.736
F 1.798 -1.983 -4.274
H 2.331 1.019 -3.097
H 2.236 0.559 -4.764
H 0.999 -0.839 -2.846
C 3.684 1.807 -0.709
C 3.473 1.933 0.779
O 3.688 3.305 0.981
C 4.497 3.802 -0.006
O 5.037 4.847 0.042
O 4.526 2.918 -1.021
F 4.404 1.228 1.475
H 2.760 1.948 -1.268
H 4.112 0.840 -0.966
H 2.445 1.657 1.015
C -2.300 3.035 3.064
C -0.804 3.135 3.206
O -0.517 1.988 3.947
C -1.566 1.713 4.719
O -1.534 0.973 5.660
O -2.662 2.336 4.271
F -0.529 4.238 3.999
H -2.621 2.360 2.265
H -2.835 3.967 2.907
H -0.248 3.254 2.281
O 3.346 -4.239 2.950
P 4.017 -2.931 2.787
N 4.796 -2.429 4.204
C 5.838 -1.406 4.244
C 4.559 -3.072 5.506
N 3.056 -1.643 2.287
C 2.319 -0.923 3.318
C 2.564 -1.566 0.909
N 5.209 -2.967 1.584
C 5.872 -1.771 1.097
C 5.855 -4.202 1.163
H 5.901 -1.021 5.262
H 5.495 -0.565 3.637
H 6.817 -1.720 3.881
H 5.504 -3.534 5.790
H 3.831 -3.868 5.355
H 4.141 -2.369 6.227
H 1.576 -1.601 3.754
H 2.987 -0.635 4.131
H 1.823 -0.045 2.906
H 1.538 -1.205 0.869
H 3.150 -0.860 0.314
H 2.668 -2.561 0.479
H 5.565 -0.864 1.601
H 6.960 -1.902 1.073
H 5.710 -1.618 0.018
H 6.515 -4.703 1.877
H 6.474 -3.970 0.296
H 5.098 -4.922 0.850
O -2.877 -1.819 -0.646
P -2.437 -2.546 0.587
N -0.942 -3.287 0.421
C -0.286 -3.429 -0.881
C -0.413 -4.198 1.438
N -3.557 -3.662 1.145
C -4.539 -4.229 0.208
C -3.690 -4.011 2.571
N -2.209 -1.495 1.873
C -3.362 -0.669 2.230
C -0.923 -0.946 2.238
H -0.496 -4.414 -1.307
H 0.796 -3.317 -0.800
H -0.634 -2.638 -1.545
H 0.496 -4.662 1.067
H -1.125 -5.003 1.647
H -0.216 -3.673 2.374
H -4.466 -3.686 -0.730
H -4.489 -5.311 0.091
H -5.515 -4.007 0.651
H -4.489 -4.738 2.692
H -2.772 -4.519 2.866
H -3.833 -3.142 3.210
H -3.494 0.172 1.548
H -4.270 -1.281 2.232
H -3.357 -0.402 3.290
H -0.963 -0.445 3.207
H -0.515 -0.263 1.488
H -0.192 -1.736 2.399
O -4.056 1.303 -3.383
P -3.915 2.758 -3.700
N -3.977 3.684 -2.291
C -3.865 3.108 -0.943
C -3.788 5.124 -2.447
N -5.135 3.281 -4.706
C -5.244 2.643 -6.013
C -6.458 3.583 -4.134
N -2.503 3.104 -4.535
C -1.285 2.288 -4.415
C -2.266 4.375 -5.228
H -4.092 3.895 -0.225
H -2.908 2.636 -0.719
H -4.660 2.364 -0.866
H -4.451 5.689 -1.790
H -4.126 5.378 -3.454
H -2.737 5.395 -2.335
H -4.425 2.973 -6.654
H -5.265 1.548 -5.972
H -6.171 2.847 -6.549
H -6.831 2.644 -3.714
H -6.399 4.375 -3.386
H -7.183 3.968 -4.848
H -0.665 2.697 -3.609
H -1.585 1.266 -4.192
H -0.683 2.396 -5.315
H -3.064 4.614 -5.939
H -1.431 4.399 -5.930
H -2.151 5.164 -4.489
```

Properties
**Kohn-Sham gap (spin up / spin down)**: 5.9 / 8.1 eV
**Energy relative to the best compared isomer or geometry (same formula, charge and spin)**: 101.9 kJ/mol
**2S+1**: 4
**LUMO level (spin up / spin down)**: 0.145 / -0.074 eV
**Maximum force**: 2.054 eV Å⁻¹
**DFT total energy**: -133769.158 eV



Entry from the OMol25 dataset: a structure of composition C36H38Cl2N5O2Si2Ti in a non-equilibrium geometry (ωB97M-V/def2-TZVPD).

```
86
C36H38Cl2N5O2Si2Ti ωB97M-V/def2-TZVPD
Ti 0.313 -0.753 -0.124
C 1.459 3.742 -4.175
C 0.126 3.380 -4.330
C -0.379 2.264 -3.688
C 0.422 1.481 -2.838
C 1.766 1.858 -2.702
C 2.273 2.965 -3.364
N -0.098 0.362 -2.191
C -0.686 -0.572 -2.966
C -0.640 -0.639 -4.380
C -1.309 -1.626 -5.071
C -2.047 -2.604 -4.397
C -2.065 -2.612 -3.019
C -1.366 -1.637 -2.293
N -1.258 -1.611 -0.932
N -2.023 -2.455 -0.236
C -1.651 -2.514 1.048
C -2.243 -3.464 1.915
C -1.715 -3.652 3.160
C -0.593 -2.904 3.554
C -0.096 -1.973 2.676
N -0.639 -1.708 1.483
H 1.851 4.621 -4.672
H -0.529 3.979 -4.952
H -1.415 1.981 -3.825
H 2.406 1.268 -2.062
H 3.316 3.233 -3.236
H -0.059 0.100 -4.916
H -1.253 -1.649 -6.154
H -2.585 -3.359 -4.957
H -2.585 -3.377 -2.458
H -3.072 -4.050 1.543
H -2.135 -4.394 3.828
H -0.118 -3.065 4.512
H 0.794 -1.407 2.921
C 0.051 3.743 -0.219
Si -1.395 2.617 0.276
C -2.627 1.939 -0.999
C -2.497 3.998 1.034
C -0.724 1.196 1.303
C 0.692 1.347 1.661
C 1.263 2.305 2.519
C 2.611 2.274 2.799
C 3.406 1.276 2.231
C 2.805 0.373 1.385
N 1.497 0.414 1.098
Si -1.767 0.977 2.854
C -2.625 2.498 3.648
C -3.234 -0.190 2.525
C -0.758 0.436 4.387
H -0.102 4.216 -1.189
H 0.995 3.207 -0.249
H 0.145 4.538 0.526
H -2.822 2.662 -1.796
H -3.576 1.746 -0.488
H -2.289 1.007 -1.444
H -2.614 4.786 0.284
H -2.060 4.458 1.924
H -3.497 3.643 1.293
H 0.622 3.066 2.946
H 3.055 3.015 3.453
H 4.464 1.210 2.444
H 3.379 -0.419 0.916
H -3.515 2.803 3.097
H -1.964 3.365 3.718
H -2.939 2.240 4.664
H -4.179 0.328 2.706
H -3.206 -1.072 3.170
H -3.232 -0.532 1.489
H -0.359 1.318 4.894
H 0.081 -0.219 4.164
H -1.407 -0.086 5.095
Cl 5.881 -5.592 -1.650
C 4.507 -4.680 -1.080
C 3.744 -5.202 -0.029
C 2.659 -4.492 0.424
Cl 1.700 -5.134 1.716
C 2.282 -3.234 -0.119
O 1.279 -2.588 0.324
C 3.101 -2.743 -1.184
C 2.775 -1.474 -1.704
O 1.846 -0.761 -1.285
C 4.201 -3.482 -1.658
H 4.000 -6.148 0.425
H 3.380 -1.076 -2.527
H 4.800 -3.090 -2.471
```

Properties
**Total charge**: -1
**Kohn-Sham gap (spin up / spin down)**: 5.1 / 5.4 eV
**Energy relative to the best compared isomer or geometry (same formula, charge and spin)**: 118.0 kJ/mol
**2S+1**: 3
**LUMO level (spin up / spin down)**: 1.773 / 1.679 eV
**Maximum force**: 2.622 eV Å⁻¹
**DFT total energy**: -113414.784 eV



Entry from the OMol25 dataset: a cluster of 7 separate species, C4H23NO6 in total in a non-equilibrium geometry (ωB97M-V/def2-TZVPD).

```
34
C4H23NO6 ωB97M-V/def2-TZVPD
C 0.741 -0.153 -1.467
C 0.849 0.260 -0.006
C 1.923 1.352 0.097
C 2.211 1.856 1.501
N -0.443 0.752 0.502
H 0.283 0.627 -2.078
H 1.692 -0.424 -1.929
H 0.045 -0.980 -1.638
H 1.122 -0.565 0.658
H 2.789 1.134 -0.537
H 1.577 2.153 -0.575
H 1.263 1.938 2.016
H 2.878 1.219 2.091
H 2.816 2.761 1.429
H -1.100 -0.019 0.448
H -0.830 1.514 -0.045
H -0.589 -1.719 2.157
H -1.695 -2.758 1.861
O -0.846 -2.447 1.531
H 1.038 -3.694 -0.740
H 0.036 -3.373 0.291
O 0.314 -4.131 -0.272
H -1.586 -4.051 -0.827
H -1.869 -2.595 -0.518
O -2.255 -3.360 -0.954
H -0.548 3.219 -2.542
H 0.242 3.116 -1.132
O -0.600 3.202 -1.584
H -1.107 0.212 2.564
H 0.364 0.163 3.024
O -0.468 -0.324 3.044
H -3.484 1.354 -2.158
H -2.210 2.274 -1.884
O -2.551 1.485 -2.330
```

Properties
**Kohn-Sham gap**: 10.2 eV
**Energy relative to the best compared isomer or geometry (same formula, charge and spin)**: 124.7 kJ/mol
**SMILES**: CC[C@H](C)N.O.O.O.O.O.O
**LUMO level**: 0.408 eV
**Maximum force**: 1.148 eV Å⁻¹
**DFT total energy**: -18296.418 eV



Entry from the OMol25 dataset: a structure of composition C35H73Cl20InNO2P2 in a non-equilibrium geometry (ωB97M-V/def2-TZVPD).

```
134
C35H73Cl20InNO2P2 ωB97M-V/def2-TZVPD
C 3.098 -0.558 -0.496
C 2.940 0.602 -0.799
C 2.714 1.987 -1.136
In 0.527 2.391 -0.640
C 0.220 2.327 1.554
C 1.537 2.050 2.328
C 1.337 1.143 3.565
C 2.347 -0.030 3.629
C 1.773 -1.353 3.125
C 2.675 -2.571 3.500
C 3.180 -3.396 2.300
C 4.629 -3.111 1.826
C 5.189 -1.732 2.177
C 6.554 -1.480 1.523
C 6.460 -1.235 0.000
C 6.644 0.234 -0.416
P -0.418 4.485 -1.767
O -1.757 4.893 -1.178
P -0.780 0.396 -1.660
N 0.362 -0.624 -2.543
O -1.150 -0.538 -0.304
H 2.968 -1.502 -0.020
H 3.394 2.644 -0.590
H 2.887 2.157 -2.203
H -0.300 3.205 1.943
H -0.434 1.472 1.746
H 2.250 1.570 1.652
H 1.990 2.990 2.657
H 0.334 0.706 3.547
H 1.388 1.731 4.485
H 2.698 -0.156 4.658
H 3.202 0.265 3.017
H 0.804 -1.497 3.609
H 1.586 -1.326 2.049
H 3.469 -2.218 4.149
H 2.053 -3.229 4.113
H 3.149 -4.449 2.599
H 2.461 -3.292 1.484
H 5.284 -3.868 2.271
H 4.697 -3.232 0.741
H 5.314 -1.667 3.260
H 4.509 -0.949 1.834
H 6.998 -0.586 1.972
H 7.242 -2.300 1.758
H 7.224 -1.837 -0.501
H 5.502 -1.609 -0.365
H 7.351 0.323 -1.241
H 5.700 0.648 -0.771
H 7.024 0.863 0.391
H 0.467 5.602 -1.822
H -0.650 4.185 -3.145
H 1.137 -0.085 -2.907
H 0.730 -1.346 -1.934
H -1.120 -1.473 -0.532
Cl 4.846 -3.914 5.485
C 5.737 -5.452 5.402
C 5.070 -6.434 4.473
Cl 3.513 -7.018 5.115
H 5.821 -5.851 6.410
H 6.736 -5.224 5.034
H 5.708 -7.308 4.343
H 4.884 -5.991 3.497
Cl -3.416 1.918 -0.972
C -4.515 3.306 -1.105
C -5.608 3.258 -0.072
Cl -6.771 1.917 -0.355
H -4.922 3.317 -2.115
H -3.904 4.202 -0.968
H -6.187 4.180 -0.091
H -5.193 3.133 0.923
Cl 6.268 3.407 -1.774
C 7.780 4.301 -1.489
C 8.911 3.838 -2.372
Cl 9.487 2.202 -1.957
H 8.034 4.203 -0.436
H 7.568 5.349 -1.698
H 9.762 4.508 -2.254
H 8.615 3.831 -3.417
Cl -10.153 -1.930 -2.106
C -9.339 -1.055 -0.776
C -7.885 -1.426 -0.656
Cl -7.657 -3.102 -0.091
H -9.883 -1.266 0.141
H -9.427 0.008 -0.995
H -7.403 -0.777 0.073
H -7.364 -1.321 -1.604
Cl 6.541 2.589 -5.396
C 6.556 3.885 -6.617
C 7.658 4.889 -6.395
Cl 7.383 5.886 -4.942
H 5.580 4.365 -6.607
H 6.695 3.403 -7.584
H 7.702 5.574 -7.240
H 8.625 4.402 -6.292
Cl -5.567 -3.186 -2.889
C -4.146 -3.527 -3.916
C -2.864 -3.243 -3.172
Cl -2.670 -1.492 -2.858
H -4.224 -2.910 -4.809
H -4.207 -4.572 -4.213
H -2.005 -3.561 -3.758
H -2.840 -3.767 -2.217
Cl -15.369 -2.053 -1.513
C -13.952 -2.583 -2.461
C -14.224 -2.575 -3.942
Cl -15.393 -3.835 -4.424
H -13.668 -3.572 -2.113
H -13.141 -1.893 -2.235
H -13.300 -2.776 -4.481
H -14.615 -1.615 -4.269
Cl -3.558 3.690 3.219
C -4.663 2.396 3.744
C -5.239 2.653 5.112
Cl -4.005 2.528 6.396
H -4.115 1.457 3.711
H -5.470 2.347 3.014
H -6.003 1.911 5.337
H -5.688 3.641 5.175
Cl -0.319 -5.913 -7.729
C -2.100 -5.865 -7.717
C -2.643 -5.096 -6.541
Cl -2.356 -5.935 -4.995
H -2.462 -6.890 -7.720
H -2.412 -5.383 -8.642
H -3.721 -4.981 -6.645
H -2.196 -4.106 -6.470
Cl -0.314 3.949 5.692
C -1.184 4.544 7.125
C -0.605 5.833 7.649
Cl 1.016 5.611 8.365
H -1.164 3.762 7.880
H -2.217 4.704 6.822
H -1.245 6.228 8.437
H -0.523 6.578 6.862
```

Properties
**Total charge**: -1
**Kohn-Sham gap**: 5.1 eV
**LUMO level**: 1.846 eV
**Maximum force**: 1.113 eV Å⁻¹
**DFT total energy**: -317265.630 eV